Entry 1:
{"formula": "C15H60O15", "method": "wB97M-V/def2-TZVPD", "elements": ["O", "O", "O", "O", "O", "O", "O", "O", "O", "O", "O", "O", "O", "O", "O", "C", "C", "C", "C", "C", "C", "C", "C", "C", "C", "C", "C", "C", "C", "C", "H", "H", "H", "H", "H", "H", "H", "H", "H", "H", "H", "H", "H", "H", "H", "H", "H", "H", "H", "H", "H", "H", "H", "H", "H", "H", "H", "H", "H", "H", "H", "H", "H", "H", "H", "H", "H", "H", "H", "H", "H", "H", "H", "H", "H", "H", "H", "H", "H", "H", "H", "H", "H", "H", "H", "H", "H", "H", "H", "H"], "xyz": [[1.0617, -0.5800, -4.9373], [1.2885, 4.8976, -1.6832], [1.5591, 1.9191, 2.5474], [-2.2976, -4.1542, 0.7584], [-5.3653, -0.5097, -3.1125], [-2.7763, 2.3251, -0.6414], [-0.9475, 3.0638, 3.1049], [-1.6406, -1.0622, 4.6976], [4.9194, 1.2870, -1.3970], [-0.7564, -1.8531, -3.3091], [-0.9070, 0.0592, -1.0908], [2.4967, -5.0809, -1.1394], [2.5127, -0.5904, 2.4278], [4.3567, -2.9332, -1.3374], [-3.8351, -0.0585, 3.3292], [-1.0784, 3.8704, 1.9460], [-2.4442, -2.7421, 0.7887], [-0.7847, -0.0054, 4.8013], [1.7627, -1.7228, 2.7929], [1.3865, 3.4617, -1.9192], [2.1915, 2.5838, 3.6328], [3.9412, -1.9518, -2.2899], [-2.6613, 2.9081, -1.9020], [4.1803, 1.2367, -0.1854], [-4.2547, -0.6568, -2.1988], [1.2734, 0.5641, -4.1016], [0.1220, 0.0624, -0.1229], [-0.9304, -3.2046, -2.9784], [1.4136, -4.5089, -0.4024], [-3.5640, 0.9242, 2.3173], [-1.2461, 0.9007, 5.1938], [-3.8061, -1.6338, -2.3785], [-0.4222, 0.2516, 3.8060], [4.1964, 2.2213, 0.2820], [-3.5113, 3.5598, -2.1041], [4.7917, -1.4113, -2.7055], [3.1486, 0.9191, -0.3364], [-2.1460, 4.0015, 1.7693], [0.5135, 5.2124, -2.1543], [0.4783, -5.0602, -0.4992], [2.0872, -2.6843, 2.3949], [0.4219, -1.1445, -4.4974], [1.6405, 3.2083, -2.9485], [-0.3677, 0.0351, 0.8505], [-0.0388, -3.7462, -2.6626], [0.8248, -0.7646, -0.2244], [5.6163, 1.9313, -1.2525], [3.6824, -3.5877, -1.1415], [-5.1118, -0.5584, -4.0371], [4.5775, 0.5326, 0.5457], [2.2933, 1.9535, 4.5162], [-0.4830, 4.7795, 2.0303], [1.2711, 0.2292, -3.0644], [-2.4976, -2.3168, 1.7909], [-4.6393, 0.2325, 3.7653], [-4.6639, -0.7795, -1.1960], [0.0387, -0.3016, 5.4512], [0.4674, 2.9526, -1.6290], [-3.7246, 1.9556, 2.6315], [3.4488, -2.4654, -3.1157], [-2.3540, -0.7906, 4.1154], [-1.5888, -4.4180, 1.3497], [2.0992, 3.0866, -1.1848], [3.1875, 2.9628, 3.4038], [-1.7466, 3.4967, -1.8316], [1.9938, -1.7878, 3.8561], [0.6645, 1.0066, -0.1717], [1.9673, 1.0589, 2.4253], [1.5427, -4.4307, 0.6771], [-0.1884, 2.4910, 2.9733], [-1.6112, -3.1683, -2.1279], [2.1955, 1.1065, -4.3105], [1.6247, 3.4581, 3.9528], [-1.6006, 0.6861, -0.8732], [3.2272, -1.2305, -1.8923], [-2.5620, 0.8803, 1.8907], [1.1824, -3.5130, -0.7803], [2.1775, -5.2499, -2.0289], [-0.7843, 3.3299, 1.0463], [-3.5007, 0.1174, -2.3413], [-4.2198, 0.8539, 1.4495], [0.6850, -1.6585, 2.6431], [-1.4411, -3.7699, -3.7579], [-0.7737, -1.3043, -2.5216], [-3.4400, 2.8030, -0.1387], [0.5399, 1.3695, -4.1404], [3.2801, -0.5888, 3.0046], [-3.3513, -2.5416, 0.2185], [-2.7168, 2.1393, -2.6727], [-1.5503, -2.3657, 0.2914]], "forces_ev_per_a": [[0.704, 1.472, -0.321], [0.059, -1.119, -0.268], [-0.237, 1.182, 0.294], [-0.327, -0.540, 0.315], [-0.114, 0.344, 0.854], [-0.513, -0.972, 1.221], [-0.428, 0.181, 0.043], [-0.925, -1.639, 0.150], [-0.255, -0.181, 0.135], [0.584, 0.109, -1.177], [0.259, -1.022, -1.085], [-0.296, 0.095, 0.959], [0.237, 0.370, -1.175], [0.858, 1.023, 0.146], [0.290, 0.743, -0.871], [-0.096, -0.887, -0.162], [0.630, -0.474, -0.393], [0.966, 1.071, -0.154], [0.153, -0.915, 1.804], [-0.272, 0.784, 0.953], [0.286, 0.193, 0.339], [-0.454, -1.007, -0.107], [-0.279, 0.788, -0.362], [0.081, 0.193, 0.437], [-0.600, -1.142, -1.223], [-0.137, -0.494, 0.353], [-0.566, 1.016, 0.671], [-1.113, -0.043, 1.149], [-0.976, 0.256, -0.364], [-0.407, 0.563, -0.753], [-0.104, 0.135, 0.253], [0.460, -0.017, -0.160], [0.579, 0.269, -0.091], [-0.334, 0.086, 0.132], [0.059, 0.229, -0.035], [0.101, -0.151, 0.375], [0.036, 0.170, -0.438], [-0.046, 0.760, 0.309], [-0.011, 0.076, -0.076], [0.021, -0.381, -0.268], [0.369, 0.223, -0.662], [-0.359, -0.139, 0.323], [0.192, 0.084, 0.101], [0.368, -0.236, 0.400], [0.303, 0.211, -0.229], [-0.286, -0.102, -0.304], [0.089, -0.073, -0.185], [-0.302, -0.090, -0.408], [0.468, -0.083, 0.161], [0.353, -0.209, -0.084], [-0.106, -0.286, 0.048], [-0.361, 0.239, -0.098], [0.288, 0.149, 0.268], [-0.216, -0.084, 0.114], [-0.028, -0.182, 0.205], [-0.035, 0.792, -0.027], [0.134, 0.155, -0.062], [-0.350, 0.045, -0.262], [0.277, -0.022, 0.667], [-0.110, 0.122, -0.298], [-0.538, -0.048, 0.005], [-0.010, 0.045, 0.086], [0.398, 0.111, -0.426], [0.164, -0.125, -0.372], [0.105, 0.001, -1.014], [-0.913, -0.600, 0.343], [0.311, -0.006, 0.032], [0.072, -0.594, -0.012], [0.937, -0.211, -0.165], [0.397, -0.247, -0.110], [-0.103, -0.754, 0.251], [0.367, -0.677, -0.237], [-0.338, -0.137, -0.288], [-0.088, 0.291, 0.357], [0.013, 0.149, 0.255], [0.174, -0.420, 0.625], [0.145, 0.282, 0.073], [0.015, -0.041, -0.108], [0.482, -0.075, -0.079], [-0.143, 0.061, 0.407], [-0.330, -0.649, -0.057], [0.161, 0.616, -0.106], [0.207, 0.297, -0.270], [-0.117, 0.273, 0.430], [0.069, -0.170, 0.132], [-0.753, -0.240, -0.454], [0.161, 0.076, -0.209], [0.164, 0.305, 0.085], [0.637, 0.070, -0.062], [-0.209, 0.780, -0.185]], "mulliken_charge": [-0.595, -0.568, -0.216, -0.574, -0.592, -0.374, -0.498, -0.604, -0.497, -0.630, 0.974, -0.633, -0.439, -0.583, -0.507, -0.354, -0.113, -0.300, -0.627, 0.226, -0.924, -0.304, -0.560, -0.325, 0.041, -0.454, -0.279, -0.312, -0.388, -0.525, 0.335, 0.224, -0.140, 0.500, 0.449, 0.302, -0.330, 0.223, 0.300, 0.441, 0.211, 0.508, 0.342, -0.133, -0.018, 0.236, 0.293, 0.349, 0.306, 0.363, 0.310, 0.325, -0.053, 0.415, 0.277, 0.135, 0.318, -0.281, 0.382, 0.303, 0.339, 0.303, -0.046, 0.308, 0.026, 0.409, -0.050, 0.284, 0.299, 0.305, 0.114, 0.369, 0.328, -0.552, -0.073, 0.037, -0.028, 0.316, 0.029, -0.125, 0.384, 0.148, 0.387, 0.176, 0.245, 0.322, 0.261, 0.091, 0.192, -0.151], "de_lowest_ev": 7.950, "lumo_energy_ha": 0.00817, "gap_ev": 9.807}

Entry 2:
{"formula": "C15H8BrClIN2O3Sc", "method": "wB97M-V/def2-TZVPD", "elements": ["I", "Br", "Sc", "Cl", "O", "O", "O", "N", "N", "C", "C", "C", "C", "C", "C", "C", "C", "C", "C", "C", "C", "C", "C", "C", "H", "H", "H", "H", "H", "H", "H", "H"], "xyz": [[-5.0342, 1.4687, -0.1415], [0.0008, 3.5548, -0.2325], [-0.1413, 0.8346, 0.3128], [-4.6867, -4.2387, -0.3941], [-1.9453, 0.8969, 0.1498], [5.1990, 4.0422, -0.3541], [-1.2609, 1.5957, 3.4180], [-0.4419, -1.2963, -0.0007], [1.9117, 1.5370, -0.1277], [-0.6109, 1.3824, 2.5379], [-2.5810, -0.2500, 0.0002], [3.1682, 1.0368, -0.1605], [4.1989, 3.2100, -0.3183], [-3.8735, -2.7454, -0.2722], [-3.9702, -0.3351, -0.1232], [-1.6058, -3.8391, -0.2995], [-1.8111, -1.4513, -0.0636], [2.8876, 3.7428, -0.3483], [-4.6011, -1.5716, -0.2473], [4.3021, 1.8086, -0.2444], [0.3036, -2.3960, -0.1089], [-2.4439, -2.7155, -0.2106], [1.8321, 2.8836, -0.2426], [-0.2360, -3.6720, -0.2637], [2.7406, 4.8064, -0.4395], [0.4270, -4.5211, -0.3539], [-2.0376, -4.8230, -0.4001], [3.2513, -0.0429, -0.1155], [6.0865, 3.6451, -0.3193], [1.3825, -2.2653, -0.0653], [-5.6770, -1.6086, -0.3272], [5.2677, 1.3252, -0.2439]], "forces_ev_per_a": [[0.047, -0.468, 0.028], [0.708, -0.203, -0.048], [1.732, -0.185, -0.134], [-0.059, -0.222, -0.042], [-0.275, 1.148, -0.201], [0.359, 0.428, -0.064], [0.375, 0.029, -0.049], [-0.238, -0.195, 0.011], [0.313, 0.937, -0.276], [-0.603, 0.045, 0.750], [-2.107, -2.235, -0.356], [0.122, -0.027, 0.020], [-0.855, -0.831, 0.091], [0.117, 0.678, 0.013], [1.202, 0.992, 0.150], [0.174, 0.238, 0.031], [-0.858, 0.399, -0.039], [-0.038, 0.152, 0.031], [0.087, -0.813, -0.044], [0.031, -0.002, 0.013], [0.227, -0.139, 0.012], [-0.076, 0.401, 0.077], [0.082, -0.109, 0.014], [-0.008, 0.063, 0.014], [-0.009, 0.138, 0.011], [0.002, 0.047, 0.034], [-0.043, -0.092, -0.038], [0.029, 0.062, 0.044], [-0.296, -0.085, -0.025], [-0.144, -0.025, -0.016], [-0.064, -0.076, 0.004], [0.068, -0.046, -0.017]], "nbo_charge": [0.271, 0.232, 1.773, 0.106, -0.777, -0.582, -0.294, -0.635, -0.689, 0.487, 0.255, 0.097, 0.447, -0.004, -0.167, -0.023, 0.130, -0.310, -0.233, -0.304, 0.115, -0.116, 0.189, -0.266, 0.281, 0.262, 0.263, 0.226, 0.525, 0.211, 0.268, 0.260], "de_lowest_ev": 0.371, "lumo_energy_ha": -0.28399, "charge": 2, "gap_ev": 6.244}

Entry 3:
{"formula": "C15H9Cl3MoN4O5", "method": "wB97M-V/def2-TZVPD", "elements": ["Mo", "Cl", "Cl", "Cl", "O", "O", "O", "O", "O", "N", "N", "N", "N", "C", "C", "C", "C", "C", "C", "C", "C", "C", "C", "C", "C", "C", "C", "C", "H", "H", "H", "H", "H", "H", "H", "H", "H"], "xyz": [[-0.6406, 0.0671, 0.4299], [0.6027, -3.5411, -1.8507], [1.2160, -5.3175, 0.2416], [0.9838, -3.0328, 2.3247], [1.1429, 2.1921, -2.4916], [-0.7715, 0.3497, 2.2093], [-0.1113, 1.2308, 4.2521], [-6.9984, -1.3032, -1.0804], [-0.0591, 0.7423, -1.1478], [-2.6760, -0.0247, 0.0008], [0.7003, 1.6916, 0.9123], [-7.7929, 0.8161, -0.7006], [-0.0518, -1.6614, 0.3563], [1.3178, 2.3492, -0.0736], [-6.8711, -0.0868, -0.7512], [-5.3994, 0.0569, -0.4535], [0.8884, 1.8748, -1.4082], [-4.9092, -0.3132, 0.8031], [0.7422, -3.8667, -0.2641], [-4.5085, 0.3727, -1.4812], [0.5010, -2.7460, 0.7474], [0.8798, 2.0498, 2.1890], [2.4103, 3.7320, 1.5158], [0.0239, 1.2652, 3.1048], [1.7350, 3.0661, 2.5431], [2.1918, 3.3817, 0.1819], [-3.5516, -0.3309, 1.0039], [-3.1595, 0.3348, -1.2228], [-7.5861, 1.7661, -0.4128], [-3.1364, -0.6058, 1.9621], [-4.8488, 0.6371, -2.4756], [3.0905, 4.5408, 1.7556], [2.6782, 3.9044, -0.6329], [1.8656, 3.3385, 3.5838], [-2.4377, 0.5647, -1.9920], [-8.7578, 0.5862, -0.9378], [-5.5683, -0.5890, 1.6174]], "forces_ev_per_a": [[-1.515, 0.405, -0.237], [-0.135, 0.109, -0.095], [-0.004, -0.367, 0.165], [-0.020, 0.063, -0.248], [-0.092, -0.045, 0.119], [0.075, -0.100, -0.172], [-0.064, -0.019, -0.124], [0.892, 2.500, 0.778], [0.031, -0.113, 0.325], [1.751, 0.055, 0.424], [-0.025, -0.047, -0.010], [-0.439, 1.124, 0.215], [0.278, -0.193, -0.165], [-0.256, -0.166, 0.156], [0.085, -3.273, -0.804], [-1.310, 0.032, -0.150], [0.161, -0.025, -0.412], [0.798, -0.206, 0.435], [0.293, -0.184, -0.293], [0.962, -0.017, -0.242], [-0.201, 0.342, 0.486], [-0.173, -0.176, -0.289], [0.044, 0.069, 0.042], [-0.042, -0.059, 0.363], [0.152, 0.143, 0.079], [0.120, 0.137, -0.023], [-0.832, -0.105, 0.391], [-0.631, 0.172, -0.711], [-0.165, -0.118, -0.070], [0.023, 0.031, 0.094], [-0.005, -0.026, 0.029], [0.023, 0.025, 0.006], [0.015, 0.014, -0.033], [-0.003, 0.011, 0.028], [0.026, 0.062, -0.049], [0.191, -0.046, 0.025], [-0.005, -0.009, -0.033]], "nbo_charge": [1.983, 0.461, 0.538, 0.331, -0.289, -0.576, -0.287, -0.414, -0.566, -0.479, -0.442, -0.709, -0.565, 0.088, 0.609, 0.102, 0.756, -0.170, -0.030, -0.186, 0.217, 0.084, -0.037, 0.761, -0.112, -0.113, 0.043, 0.064, 0.437, 0.254, 0.300, 0.303, 0.309, 0.309, 0.254, 0.471, 0.299], "lumo_energy_ha": -0.62882, "charge": 4, "gap_ev": 3.366}

Entry 4:
{"formula": "C16H10AsF6MoN2O2S3Sb2Se4", "method": "wB97M-V/def2-TZVPD", "elements": ["Sb", "Sb", "Mo", "Se", "Se", "Se", "Se", "As", "S", "S", "S", "F", "F", "F", "F", "F", "F", "O", "O", "N", "N", "C", "C", "C", "C", "C", "C", "C", "C", "C", "C", "C", "C", "C", "C", "C", "C", "H", "H", "H", "H", "H", "H", "H", "H", "H", "H"], "xyz": [[5.5886, 1.6379, 1.2381], [-1.5575, -2.6568, -0.6004], [1.1836, 0.3511, 0.5371], [6.5098, -0.5303, 1.2152], [3.1798, 1.2741, -0.1056], [4.7189, 2.1025, 3.5438], [6.2726, 3.6083, 0.1458], [-1.1331, -0.9855, 2.9697], [-1.1163, -0.6950, -1.9657], [0.8868, -0.2485, -1.7407], [-3.6972, -2.8661, -1.1262], [-1.9191, 0.5245, 3.1831], [0.4181, -0.2240, 3.2122], [-0.3264, -2.4690, 2.6000], [-0.9093, -0.5106, 1.1980], [-1.3036, -1.4006, 4.6142], [-2.6171, -1.7149, 2.4815], [0.3408, 1.9047, 1.3886], [2.2336, -3.7623, 0.6758], [1.8302, -1.4448, 0.9358], [-0.1713, 1.8958, 0.1115], [-4.1785, 3.2104, -1.9637], [-3.9630, 1.9686, -2.5624], [-6.2837, 5.0384, 1.4329], [-3.5126, 5.0086, 1.3272], [-5.5461, 5.7337, 2.3799], [-5.5444, 3.8581, -3.8404], [-4.5459, 1.6718, -3.7829], [-2.3518, 2.9977, -0.4006], [-4.2463, 4.3093, 0.3664], [2.0333, -2.6190, 0.8026], [-4.1590, 5.7169, 2.3246], [-4.9725, 4.1559, -2.6146], [-5.6409, 4.3299, 0.4308], [-5.3404, 2.6136, -4.4215], [-3.5510, 3.5061, -0.6582], [-1.2512, 2.4757, -0.1090], [-5.1162, 5.1333, -2.1721], [-6.1474, 4.6015, -4.3461], [-2.4313, 4.9928, 1.2840], [-6.2197, 3.7611, -0.2842], [-3.3464, 1.2322, -2.0624], [-7.3650, 5.0377, 1.4796], [-4.3764, 0.7014, -4.2307], [-3.5785, 6.2519, 3.0646], [-5.7958, 2.3806, -5.3756], [-6.0508, 6.2809, 3.1656]], "forces_ev_per_a": [[-0.174, -0.152, 0.163], [-0.116, 0.060, -0.087], [0.084, -0.141, -0.717], [0.025, -0.094, 0.035], [-0.019, 0.181, -0.385], [0.008, 0.000, -0.026], [0.014, 0.126, -0.010], [0.009, 0.082, -0.037], [-0.084, 0.070, 0.040], [0.167, -0.117, 0.113], [0.114, -0.006, 0.031], [0.005, 0.018, 0.002], [-0.020, -0.022, -0.012], [-0.037, 0.019, 0.003], [0.122, -0.221, -0.040], [0.002, -0.025, 0.065], [-0.002, 0.030, 0.006], [0.207, -0.209, 0.094], [-0.037, 0.079, 0.018], [-0.155, 0.336, 0.284], [-0.225, 0.233, 0.765], [-0.101, -0.029, -0.071], [-0.026, 0.021, 0.004], [-0.009, 0.002, 0.008], [-0.036, 0.015, -0.048], [-0.013, 0.007, 0.001], [-0.004, 0.007, -0.013], [0.015, 0.002, -0.010], [-0.165, 0.245, 0.007], [-0.061, 0.068, 0.107], [0.059, -0.088, 0.026], [0.010, -0.009, 0.005], [0.077, -0.003, -0.010], [0.058, -0.031, 0.021], [0.014, 0.005, -0.020], [0.220, -0.138, -0.027], [0.131, -0.301, -0.311], [-0.031, -0.015, 0.021], [-0.003, -0.006, 0.005], [0.003, -0.007, -0.002], [0.001, 0.018, -0.017], [-0.016, -0.008, 0.017], [0.003, -0.008, 0.007], [-0.012, -0.003, 0.007], [0.001, 0.001, -0.004], [-0.002, 0.002, 0.002], [0.001, 0.008, -0.008]], "nbo_charge": [0.983, 1.079, 0.970, -0.580, -0.068, -0.176, -0.597, 2.840, -0.392, -0.106, -0.710, -0.606, -0.610, -0.618, -0.646, -0.603, -0.613, -0.436, -0.512, -0.751, -0.180, 0.000, -0.196, -0.217, -0.181, -0.195, -0.217, -0.193, -0.058, 0.001, 0.902, -0.210, -0.216, -0.199, -0.201, -0.009, 0.316, 0.220, 0.212, 0.225, 0.224, 0.242, 0.214, 0.224, 0.218, 0.212, 0.213], "de_lowest_ev": 0.807, "lumo_energy_ha": [0.00956, -0.01131], "s2": 2.043, "spin_multiplicity": 3, "charge": -1, "gap_ev": [6.192, 5.674]}

| no. | total energy (eV) |
| --- | --- |
| 1 | -47233.3732 |
| 2 | -136160.9300 |
| 3 | -71274.5861 |
| 4 | -409799.8068 |